The following is a quantum chemistry calculation of a structure of composition C27H23FeN6O7PS at a distorted geometry, from the OMol25 dataset.

XYZ file:
```
66
Properties=species:S:1:pos:R:3:mulliken_spin:R:1
Fe 0.7293 1.3492 -0.4582 1.098
N 0.0935 -1.0734 1.2881 -0.002
P -0.8942 0.3065 1.1373 -0.041
C -2.1767 0.1683 2.4072 -0.003
C -2.4797 -1.0270 3.0483 -0.002
C -3.5539 -1.0830 3.9257 0.000
C -4.3120 0.0508 4.1761 -0.001
C -3.9978 1.2508 3.5516 0.000
C -2.9313 1.3114 2.6705 -0.005
C -2.0028 0.1944 -0.3062 0.024
C -2.0720 1.3267 -1.1176 -0.017
C -2.8271 1.3151 -2.2824 0.001
C -3.5209 0.1663 -2.6325 0.000
C -3.4852 -0.9528 -1.8077 0.001
C -2.7388 -0.9370 -0.6409 0.001
C 1.4340 -1.0141 0.9415 -0.006
C 2.2630 -2.1301 1.0903 -0.003
C 3.5904 -2.0240 0.7548 0.000
C 4.1016 -0.8045 0.2973 -0.002
C 3.2399 0.2516 0.1749 0.004
N 1.9309 0.1491 0.4966 -0.045
H -0.3013 -2.0030 1.2246 0.000
H -1.8885 -1.9185 2.8806 0.000
H -3.7965 -2.0171 4.4144 0.000
H -5.1485 0.0004 4.8598 0.000
H -4.5859 2.1372 3.7483 0.000
H -2.7074 2.2445 2.1609 -0.001
H -1.5744 2.2511 -0.8216 0.002
H -2.8694 2.1948 -2.9102 0.000
H -4.1062 0.1443 -3.5420 0.000
H -4.0340 -1.8438 -2.0820 0.000
H -2.7213 -1.8164 -0.0069 -0.001
H 1.8397 -3.0584 1.4473 0.000
H 4.2387 -2.8848 0.8487 0.000
H 5.1377 -0.6921 0.0153 0.000
H 3.5543 1.2149 -0.2081 0.002
O 3.0764 2.0280 -3.4659 0.001
C 2.1209 1.5101 -2.9531 -0.008
O 1.5551 2.0471 -1.8595 0.006
C 1.4680 0.2796 -3.4877 0.018
C 1.6965 -0.0774 -4.8042 0.001
C 1.1213 -1.2313 -5.3097 0.003
C 0.3750 -2.0785 -4.5121 -0.002
C 0.1961 -1.7463 -3.1864 -0.007
C 0.6718 -0.5300 -2.6421 -0.017
O 0.3876 -0.2286 -1.4217 -0.003
N -0.4999 -2.7040 -2.3321 0.000
O -1.3553 -3.3997 -2.8371 0.001
O -0.1499 -2.7890 -1.1606 -0.001
N 1.3340 -1.5906 -6.7168 0.000
O 2.0285 -0.8503 -7.3817 0.001
O 0.7996 -2.6047 -7.1199 0.000
H 2.3159 0.5492 -5.4304 0.000
H -0.0338 -2.9947 -4.9112 0.000
S 1.0988 3.2696 0.8546 0.001
C 1.4771 2.5938 2.3887 0.003
N 0.6008 2.2248 3.3188 -0.002
C 1.2546 1.8318 4.5710 0.000
C 2.7399 1.7791 4.1563 0.000
N 2.7106 2.4179 2.8389 -0.002
H -0.3701 2.4828 3.2522 -0.001
H 0.8864 0.8657 4.9092 0.000
H 1.0683 2.5740 5.3468 0.000
H 3.1044 0.7549 4.0700 0.000
H 3.3833 2.3272 4.8401 0.000
H 3.5111 2.5421 2.2419 0.000
```

ΔE to the lowest compared entry with this formula, charge and spin   0.2952 eV
Net charge   +1
Lowest unoccupied orbital energy (spin up / spin down)   -0.1646 / -0.1422 Eh
Strongest force on any atom   1.3 eV Å⁻¹
DFT total energy   -106146.7837 eV
E_HOMO (spin up / spin down)   -11.28 / -11.27 eV
Kohn-Sham gap (spin up / spin down)   0.24997 / 0.27206 Eh
Spin multiplicity   2

---

The following is a quantum chemistry calculation of a structure of composition C27H23N4O2PPdS at a distorted geometry, from the OMol25 dataset.

XYZ file:
```
59
Properties=species:S:1:pos:R:3:lowdin_charge:R:1
Pd -1.1864 -0.1308 1.5786 0.871
C -3.8265 0.5812 -1.7702 0.011
C -2.9108 0.7128 -0.6043 -0.231
N -2.6155 -0.2898 0.1595 -0.093
N -3.2148 -1.4942 -0.1311 0.036
C -2.9578 -2.3865 0.7592 -0.743
N -3.4611 -3.6244 0.6828 0.134
S -1.9563 -2.0609 2.1710 0.872
C -2.3570 2.0154 -0.2259 -0.231
C -2.8071 3.2064 -0.7576 0.031
C -2.2673 4.3943 -0.2730 0.000
C -1.2955 4.3394 0.7050 0.004
C -0.8942 3.0985 1.1903 -0.080
N -1.4238 1.9672 0.7353 0.035
H -3.8383 -0.4407 -2.1335 0.085
H -3.5218 1.2654 -2.5604 0.093
H -4.8481 0.8359 -1.4734 0.122
H -4.1385 -3.8360 -0.0330 0.130
H -3.3167 -4.2967 1.4162 0.110
H -3.5798 3.2170 -1.5123 0.127
H -2.6160 5.3446 -0.6545 0.131
H -0.8526 5.2390 1.1090 0.128
H -0.1534 2.9992 1.9703 0.109
O 0.0817 1.2896 3.1154 -0.011
C 0.6365 0.1879 3.2023 -0.656
O 0.0050 -0.9238 3.3467 -0.150
C 2.0593 0.0510 2.7826 -0.128
C 3.1878 0.1625 3.5733 0.023
C 4.4321 -0.0975 3.0150 -0.016
C 4.5543 -0.4810 1.6839 -0.034
C 3.4300 -0.6039 0.8845 -0.053
C 2.1799 -0.3198 1.4375 -0.274
P 0.7728 -0.5017 0.3189 1.158
C 0.8539 -2.1145 -0.3992 -0.340
C 1.2717 -2.2605 -1.7317 -0.064
C 1.4858 -3.5298 -2.2412 -0.036
C 1.2776 -4.6448 -1.4426 -0.020
C 0.8745 -4.5014 -0.1179 -0.033
C 0.6648 -3.2427 0.4088 -0.089
C 0.7955 0.7596 -0.8997 -0.361
C 1.5511 1.9152 -0.6689 -0.057
C 1.5743 2.9116 -1.6285 -0.032
C 0.8420 2.7639 -2.8005 -0.018
C 0.0656 1.6275 -3.0205 -0.037
C 0.0266 0.6290 -2.0673 -0.102
H 3.0957 0.4403 4.6145 0.138
H 5.3189 -0.0151 3.6290 0.126
H 5.5291 -0.6944 1.2675 0.123
H 3.5321 -0.9106 -0.1497 0.122
H 1.4598 -1.3973 -2.3536 0.105
H 1.8218 -3.6462 -3.2625 0.124
H 1.4446 -5.6335 -1.8497 0.126
H 0.7372 -5.3751 0.5047 0.124
H 0.3858 -3.1323 1.4468 0.074
H 2.1311 2.0164 0.2400 0.122
H 2.1695 3.8006 -1.4683 0.126
H 0.8772 3.5402 -3.5541 0.126
H -0.4987 1.5248 -3.9378 0.123
H -0.5874 -0.2504 -2.2260 0.117
```

ΔE to the lowest compared entry with this formula, charge and spin   0.7456 eV
Net charge   +2
Lowest unoccupied orbital energy   -0.3271 Eh
Strongest force on any atom   1.4 eV Å⁻¹
DFT total energy   -62015.8451 eV
E_HOMO   -14.77 eV
Kohn-Sham gap   0.21590 Eh

---

The following is a quantum chemistry calculation of a structure of composition C27H24BBiN4O10S2 at a distorted geometry, from the OMol25 dataset.

XYZ file:
```
69
Properties=species:S:1:pos:R:3:lowdin_charge:R:1
Bi 2.4180 0.3114 -3.1707 1.787
O -2.5919 2.5791 -1.5165 0.047
C -1.6494 3.4290 -1.0757 -0.270
C -2.0129 4.2799 -0.0709 -0.020
C -1.0080 5.0432 0.5209 -0.089
C 0.3032 4.9746 0.1240 -0.084
C 0.7094 4.1762 -0.9804 -0.014
C -0.2848 3.4429 -1.5766 -0.067
C 0.1326 2.3972 -2.5661 -0.373
O 1.4647 2.1961 -2.6933 -0.318
N -0.7198 1.7349 -3.2798 0.052
N -0.1072 0.6347 -3.9460 -0.161
C -0.8429 -0.4042 -4.1344 -0.874
S 0.0290 -1.9425 -4.6679 0.890
C -1.4479 -2.8048 -5.2337 -0.509
C -2.5173 -2.4608 -4.1839 -0.487
S -2.5680 -0.6290 -3.9571 0.949
H -2.1926 2.0435 -2.2587 0.068
H -3.0356 4.2123 0.3401 0.132
H -1.3428 5.7543 1.2461 0.099
H 1.1261 5.5547 0.6302 0.116
H 1.7120 4.2155 -1.3217 0.106
H -1.3259 -3.8747 -5.3143 0.079
H -1.7666 -2.5213 -6.2514 0.089
H -2.3477 -2.8996 -3.2224 0.064
H -3.5319 -2.6656 -4.4390 0.060
C -3.7448 -2.1127 2.0877 -0.074
C -2.8368 -3.3045 2.0022 -0.576
C -2.4513 -3.7438 3.4179 -0.052
C -3.5668 -4.4466 1.2735 -0.032
C -1.4924 -3.0649 1.2621 -0.178
C -0.5764 -4.0610 1.1016 -0.024
C 0.5741 -3.9221 0.2589 0.047
C 0.6243 -2.7629 -0.4109 -0.165
O 1.6413 -2.2806 -1.2898 0.138
B 1.2636 -1.0264 -1.6194 -0.700
O 0.0161 -0.6737 -1.0409 0.128
C -0.3307 -1.7662 -0.3087 -0.206
C -1.4161 -1.8978 0.5064 0.077
H -4.5984 -2.5177 2.6602 0.095
H -4.1198 -1.9182 1.0552 0.095
H -3.3008 -1.2122 2.5455 0.102
H -3.3322 -3.8516 4.0633 0.086
H -1.8486 -2.9424 3.8034 0.081
H -1.8000 -4.6681 3.4643 0.096
H -4.4352 -4.8195 1.7594 0.076
H -2.8260 -5.1749 1.0650 0.060
H -3.8645 -4.0345 0.2868 0.096
H -0.6307 -4.9332 1.7379 0.108
H 1.3368 -4.6669 0.3158 0.120
H -2.1331 -1.0922 0.7072 0.128
O 4.5971 2.5511 -1.8052 0.057
C 4.1822 1.7094 -1.0223 -0.569
O 3.7321 0.5156 -1.3507 -0.303
C 3.9979 2.0085 0.4875 -0.078
C 4.4384 3.1966 1.0716 0.088
C 4.2392 3.3860 2.4080 -0.111
C 3.6585 2.3781 3.1407 0.064
C 3.1848 1.2797 2.5487 -0.109
C 3.3474 1.0440 1.1874 0.081
N 2.3133 0.4176 3.3781 -0.330
O 1.9787 0.8178 4.4875 0.084
O 1.9329 -0.6017 2.8418 0.090
N 4.6537 4.6443 3.0226 -0.376
O 4.0313 5.0371 3.9714 0.107
O 5.5954 5.1981 2.5482 0.113
H 4.9145 3.9093 0.4185 0.139
H 3.5617 2.4211 4.2118 0.140
H 2.8873 0.2053 0.7489 0.113
```

ΔE to the lowest compared entry with this formula, charge and spin   0.0000 eV
Net charge   0
Lowest unoccupied orbital energy   -0.0276 Eh
Strongest force on any atom   3.1 eV Å⁻¹
DFT total energy   -83006.4259 eV
E_HOMO   -8.40 eV
Kohn-Sham gap   0.28117 Eh

---

> Which value of net charge does entry 2 give?

+2